No. 1
Density functional theory data (ωB97M-V/def2-TZVPD) for 2 unconnected molecules or ions with the total composition C5H15N3 at a distorted geometry.

Structure (XYZ):
```
23
Properties=species:S:1:pos:R:3
C 2.0353 1.0376 0.6907
C 1.8885 -1.3870 0.4063
C 0.7668 0.0100 -1.3977
C -2.4050 1.0575 -0.3185
C 1.4159 -0.1041 -0.0885
N -2.3328 -1.4032 0.2716
N -0.8716 0.1769 1.2084
N -1.7260 -0.0812 0.2097
H 3.1358 0.8479 0.9063
H 2.0342 1.9675 0.1165
H 1.4650 1.0898 1.6874
H 2.6593 -1.9213 -0.2983
H 1.1013 -2.1550 0.3164
H 2.3830 -1.4130 1.3298
H 1.1141 -0.8971 -1.8773
H -0.3273 -0.1878 -1.1870
H 0.7492 0.8772 -2.1422
H -1.7012 1.8823 -0.2592
H -2.6945 1.1339 -1.5172
H -3.3340 1.1367 0.2733
H -2.4576 -1.6687 -0.7090
H -3.2479 -1.2370 0.7689
H -0.7550 -0.6730 1.8224
```

For the molar mass, the calculation gives 117.2 g/mol. Its total charge is 0. The largest force on an atom is 4.38 eV Å⁻¹. The calculation puts the energy above the lowest of the compared OMol25 structures with the same formula, charge and spin at 145.6 kcal per mole. The calculated total energy is -363.5551 a.u.

Atomic partial charges in e from the natural (NBO) method, atoms 1 to 6:
1 C -0.66
2 C -0.68
3 C -0.70
4 C -0.43
5 C 0.13
6 N -0.66

=====

No. 2
Density functional theory data (ωB97M-V/def2-TZVPD) for 2 unconnected molecules or ions with the total composition C5H15N3 at a distorted geometry.

Structure (XYZ):
```
23
Properties=species:S:1:pos:R:3
N -2.1058 -0.8833 2.2147
C -2.1359 -1.5658 0.9718
C -1.2465 -2.4254 0.4977
N -1.3688 -2.9651 -0.8135
H -3.0518 -0.6746 2.5042
H -1.6329 0.0049 2.1423
H -2.9766 -1.3266 0.3153
H -0.4216 -2.7903 1.1098
H -1.6344 -3.9425 -0.8071
H -0.6319 -2.7790 -1.4700
C 0.0941 0.6435 -1.6391
C 0.9367 0.9676 -0.4137
N 1.8440 2.0872 -0.7008
C 2.7186 2.3503 0.4275
H -0.5333 -0.2315 -1.4631
H 0.6810 0.4961 -2.5468
H -0.5679 1.4819 -1.8796
H 1.5517 0.1127 -0.1388
H 0.2543 1.2187 0.4102
H 1.2824 2.9044 -0.9105
H 3.2990 3.2613 0.2555
H 2.2156 2.5210 1.3904
H 3.4301 1.5343 0.5437
```

For the molar mass, the calculation gives 117.2 g/mol. Its total charge is 0. The largest force on an atom is 1.04 eV Å⁻¹. The calculation puts the energy above the lowest of the compared OMol25 structures with the same formula, charge and spin at 42.6 kcal per mole. The calculated total energy is -363.7192 a.u. As for the SMILES: N/C=C/N.CCNC.

Atomic partial charges in e from the natural (NBO) method, atoms 1 to 6:
1 N -0.84
2 C -0.02
3 C -0.07
4 N -0.88
5 H 0.36
6 H 0.37

=====

No. 3
Density functional theory data (ωB97M-V/def2-TZVPD) for a molecular structure, C5H15N3O at a distorted geometry.

Structure (XYZ):
```
24
Properties=species:S:1:pos:R:3
C 1.5004 -0.6019 -0.5161
C -0.4025 -1.6447 0.2724
C 0.9920 0.1311 -1.7075
C -0.9813 -2.2420 -1.0045
N 2.0353 0.1207 0.4737
H 1.8977 -1.6008 -0.6436
H 2.3438 -0.3566 1.3074
H 1.6830 1.0705 0.6135
H -1.2025 -1.5920 1.0225
H 0.3013 -2.3307 0.7512
H 0.6755 -0.5532 -2.4888
H 1.7725 0.7856 -2.1047
H 0.1472 0.7633 -1.4159
H -1.5927 -1.5073 -1.5355
H -1.6137 -3.1116 -0.8017
H -0.2024 -2.5746 -1.6960
N -0.2918 3.4659 1.1900
C -0.7832 1.0823 0.9573
O 0.0609 2.1336 0.6672
N -1.7880 1.3049 1.6957
H -0.8054 3.2630 2.0523
H -1.0251 3.7895 0.5577
H -2.3041 0.4493 1.8808
H -0.4168 -0.2444 0.4725
```

For the molar mass, the calculation gives 133.2 g/mol. Its total charge is 0. The largest force on an atom is 1.38 eV Å⁻¹. The calculation puts the energy above the lowest of the compared OMol25 structures with the same formula, charge and spin at 141.2 kcal per mole. The calculated total energy is -438.8100 a.u.

Atomic partial charges in e from the natural (NBO) method, atoms 1 to 6:
1 C 0.23
2 C -0.69
3 C -0.70
4 C -0.62
5 N -0.76
6 H 0.20